Entry 1:
22
Properties=species:S:1:pos:R:3 method="wB97M-V/def2-TZVPD" total_energy_ev=-220515.721 multiplicity=1 homo_ev="-12.079 / -14.156" charge=+1 lumo_ev="-7.02 / -5.04" fmax_ha_per_bohr=0.0873 e_above_lowest_ev=0.356
C -5.82438 -0.73786 0.35628
C -2.61376 0.48728 0.66620
C -5.36087 -1.43389 1.39375
C 1.31055 0.78478 -1.62114
C -1.14122 -1.11767 1.81759
C 0.16773 0.05844 -0.93994
C -0.19356 0.67363 0.47062
N -5.01305 -2.09068 2.29953
N -1.43798 0.08298 0.94355
Br -6.15187 1.09823 0.57461
Br -3.04598 1.92110 -0.38107
Br -5.90136 -1.57013 -1.36995
H 1.84092 0.13232 -2.32101
H 1.06785 1.67766 -2.26366
H 1.95753 1.39386 -0.87805
H -2.05061 -1.65899 1.74456
H -0.33187 -1.67453 1.27357
H -0.87197 -0.57859 2.85033
H 0.36006 -0.92034 -0.93048
H -0.60117 0.05011 -1.71032
H 0.73896 0.54865 0.99856
H -0.21680 1.79069 0.45729

Entry 2:
82
Properties=species:S:1:pos:R:3 method="wB97M-V/def2-TZVPD" total_energy_ev=-43402.075 multiplicity=4 homo_ev="-9.805 / -11.043" charge=+1 lumo_ev="-2.26 / -3.61" s_squared=3.779 fmax_ha_per_bohr=0.0363
C 1.34577 -2.31079 -0.08396
C 1.87190 -1.67222 -1.27489
C 0.90269 -1.77676 -2.29991
C -0.25137 -2.44668 -1.76663
C 0.02660 -2.82315 -0.39438
Tc -0.23641 -0.74729 -0.15229
C -1.83090 1.00159 -2.36458
C -1.82678 0.40382 -0.92916
H -2.15195 1.20099 -0.24706
C -2.24985 -0.91794 -0.52426
H -2.74323 -1.56980 -1.24897
H -2.70762 -1.01975 0.47236
C -2.74267 2.24558 -2.37899
H -2.33802 3.04765 -1.75307
H -2.84870 2.63388 -3.39868
H -3.73963 1.97808 -2.01235
C -2.43215 0.05581 -3.40295
H -1.84795 -0.86078 -3.52614
H -3.44883 -0.21754 -3.09023
H -2.51093 0.53727 -4.38641
C 3.26555 -1.20239 -1.44472
H 3.58043 -0.55479 -0.62137
H 3.97691 -2.03946 -1.48028
H 3.38322 -0.63141 -2.36973
C 1.13199 -1.45136 -3.72806
H 1.68599 -0.51295 -3.84360
H 1.71203 -2.24750 -4.21876
H 0.19738 -1.33894 -4.28848
C -1.25077 -3.17390 -2.60905
H -1.35886 -2.73036 -3.60247
H -0.91898 -4.21566 -2.75418
H -2.23601 -3.21522 -2.13774
C -0.77397 -3.76358 0.43551
H -1.80110 -3.82523 0.06880
H -0.34485 -4.77059 0.41229
H -0.80231 -3.44178 1.47950
C 2.14742 -2.67969 1.11091
H 1.49663 -2.91230 1.95687
H 2.76499 -3.57427 0.93023
H 2.82388 -1.86472 1.39993
C 0.61005 1.56938 -1.83343
C -0.42146 1.48455 -2.76931
C 1.91979 1.87476 -2.23212
C -0.17568 1.93300 -4.07214
H 0.40085 1.41040 -0.75027
C 2.16900 2.24976 -3.55316
H 2.72206 1.83120 -1.49309
C 1.10663 2.30752 -4.47178
H -0.99978 1.98248 -4.79085
H 3.17836 2.50011 -3.86349
H 1.28967 2.61301 -5.50047
C 0.28574 -1.89001 3.86627
C -0.37375 -0.51338 3.77451
C 0.00593 0.29104 5.02646
P -0.16919 0.37364 2.14514
C -1.60402 1.57841 2.17959
C -2.29314 1.87333 3.51933
C -1.32145 2.89471 1.43100
C 1.33330 1.48604 2.12741
C 1.49046 2.42976 3.31788
C 2.63894 0.71839 1.90780
H 1.38037 -1.82974 3.77825
H -0.11166 -2.57570 3.11093
H 0.07016 -2.33018 4.85458
H -1.46203 -0.70072 3.78501
H 1.09277 0.28757 5.20012
H -0.34797 1.32640 5.02112
H -0.46482 -0.20303 5.88995
H -2.36029 0.99557 1.62249
H -1.70907 2.54436 4.16358
H -3.24395 2.37804 3.28497
H -2.54903 0.96146 4.07361
H -0.84860 2.75809 0.44777
H -2.28098 3.40750 1.26146
H -0.68278 3.58207 2.01007
H 1.17413 2.10824 1.22984
H 1.89842 1.91647 4.20062
H 2.23378 3.18978 3.03277
H 0.57143 2.95674 3.59341
H 2.63044 0.22776 0.92469
H 3.47935 1.43008 1.91910
H 2.81848 -0.02477 2.69735

Entry 3:
12
Properties=species:S:1:pos:R:3 method="wB97M-V/def2-TZVPD" total_energy_ev=-8234.807 multiplicity=1 homo_ev=-9.606 charge=0 lumo_ev=0.88 fmax_ha_per_bohr=0.0510 e_above_lowest_ev=1.892
C 1.87397 -0.44106 -0.21256
N 0.85151 -1.23675 0.39465
C -0.34585 -0.82331 0.38250
N -0.77646 0.46551 0.02237
C -2.04189 1.00520 0.14248
O -2.31628 2.13098 -0.20582
H 2.71820 -1.10851 -0.37842
H 1.52272 -0.06858 -1.19027
H 2.19166 0.39858 0.40659
H -0.84725 -1.77264 0.29500
H -0.07225 1.14570 -0.26129
H -2.75809 0.30487 0.60476

Entry 4:
14
Properties=species:S:1:pos:R:3 method="wB97M-V/def2-TZVPD" total_energy_ev=-22637.637 multiplicity=1 homo_ev=-21.720 charge=+3 lumo_ev=-16.77 fmax_ha_per_bohr=0.1050 e_above_lowest_ev=1.435
O 0.00279 5.02021 0.19645
C 0.00121 3.96441 -0.25134
In -0.00115 -1.03579 -0.18190
O 0.00126 0.16588 -3.71735
C 0.00164 -0.11291 -2.60155
C -0.00386 -3.46203 -0.02321
O -0.00409 -4.58415 0.18718
C -2.24837 -0.03419 -0.04300
O -3.36155 0.20742 0.12370
C 2.24386 -0.03466 -0.03759
O 3.35825 0.20052 0.12773
O -0.00398 -0.21422 2.41320
H 0.00796 0.70325 2.77185
H 0.00632 -0.78185 3.20384

Entry 5:
75
Properties=species:S:1:pos:R:3 method="wB97M-V/def2-TZVPD" total_energy_ev=-98162.331 multiplicity=3 homo_ev="-9.496 / -9.418" charge=+1 lumo_ev="-3.59 / -3.60" s_squared=2.005 fmax_ha_per_bohr=0.0045 e_above_lowest_ev=0.000
Ni -0.12817 -0.73244 -0.38589
C -2.35565 -0.23828 -2.23878
N -0.90597 0.01047 -2.18921
C -0.27972 -0.56276 -3.38864
C -0.67712 1.48103 -2.15076
C -0.73337 2.08775 -0.73780
N -0.36184 1.08787 0.24126
C 0.08236 1.41965 1.46474
C 0.69519 0.42167 2.25190
F 0.80982 -0.83473 1.69290
C 1.16408 0.61586 3.52538
F 1.70317 -0.42682 4.17739
C 1.08547 1.85286 4.13486
C 0.51076 2.86555 3.38716
F 0.39974 4.08778 3.92111
C 0.03270 2.67523 2.10634
F -0.55239 3.72390 1.48735
H -2.78602 0.19267 -3.14864
H -2.82595 0.22611 -1.37209
H -2.55516 -1.30916 -2.22585
H -0.68555 -0.11010 -4.29951
H -0.46798 -1.63687 -3.42220
H 0.79379 -0.38850 -3.35335
H -1.42608 1.96021 -2.78900
H 0.29752 1.67704 -2.59454
H -1.72217 2.51806 -0.54185
H -0.02765 2.92191 -0.73670
H 1.46084 2.02590 5.13155
C 4.33486 -0.53333 -1.14419
O 3.84545 -1.91131 -1.14041
C 2.52387 -1.80012 -1.07155
N 2.00553 -0.64966 -0.90626
C 3.12136 0.29056 -0.67420
C 2.95131 1.62469 -1.34866
C 2.91451 1.72432 -2.73750
C 2.73241 2.95588 -3.34584
C 2.58920 4.09968 -2.56899
C 2.62986 4.00709 -1.18642
C 2.81036 2.77133 -0.57880
C 1.68262 -3.01669 -1.03691
C 2.11156 -4.32180 -1.21450
C 1.19256 -5.33913 -0.98559
C -0.09325 -5.03696 -0.55205
C -0.42484 -3.70070 -0.40713
N 0.43768 -2.73040 -0.67986
C -1.68297 -3.15334 0.14623
N -1.84304 -1.89582 0.25709
C -3.18083 -1.67572 0.84312
C -3.57286 -3.09399 1.29589
O -2.63808 -3.96541 0.58135
C -3.14755 -0.61312 1.91114
C -2.43196 -0.81355 3.08736
C -2.34904 0.19496 4.03429
C -2.96839 1.41613 3.80567
C -3.68459 1.62076 2.63565
C -3.77696 0.60555 1.69416
H 4.62948 -0.29234 -2.16477
H 5.19524 -0.47769 -0.48548
H 3.16026 0.45068 0.40775
H 3.02058 0.83523 -3.35043
H 2.70513 3.02774 -4.42532
H 2.45097 5.06153 -3.04451
H 2.51536 4.89373 -0.57707
H 2.82489 2.69592 0.50301
H 3.13184 -4.53042 -1.50267
H 1.48895 -6.37120 -1.11377
H -0.81032 -5.80965 -0.31417
H -3.83872 -1.34151 0.03588
H -4.58172 -3.38616 1.02453
H -3.41032 -3.25025 2.36139
H -1.92016 -1.75418 3.26091
H -1.78901 0.03463 4.94629
H -2.89243 2.20668 4.54066
H -4.17251 2.56955 2.45594
H -4.34095 0.76592 0.78160

Entry 6:
57
Properties=species:S:1:pos:R:3 method="wB97M-V/def2-TZVPD" total_energy_ev=-44558.240 multiplicity=3 homo_ev="-3.345 / -3.271" charge=-1 lumo_ev="2.68 / 2.67" s_squared=2.011 fmax_ha_per_bohr=0.0498
C 2.07757 -0.09370 0.71727
C 2.15758 -0.81482 -0.50688
C 1.77625 0.04182 -1.56706
H 2.51848 -1.83648 -0.61374
C 1.46712 1.32641 -1.01011
C 1.70001 1.25124 0.41019
H 1.19697 2.22724 -1.55342
C -1.18745 -1.66124 1.31650
C -0.06055 -2.31320 0.75114
C -0.20168 -2.32205 -0.66412
H 0.74911 -2.76357 1.31597
C -1.37519 -1.57587 -1.00279
C -2.01534 -1.19338 0.24537
H 1.78159 -0.19853 -2.63003
H 1.67418 2.09221 1.09316
H 2.32702 -0.46501 1.70703
H -2.97364 -0.68225 0.30617
H 0.44563 -2.80032 -1.39968
H -1.42946 -1.59430 2.36828
Pd -0.18001 0.05750 -0.08095
C -1.92633 -1.28634 -2.38124
C -3.43770 -1.54314 -2.37121
C -1.24826 -2.16483 -3.43846
H -3.62883 -2.59855 -2.13639
H -3.84331 -1.31019 -3.35950
H -3.94016 -0.91543 -1.62900
H -1.35405 -3.22246 -3.16911
H -0.18114 -1.92772 -3.53872
H -1.73561 -2.00166 -4.40799
C -1.60590 0.21293 -2.68971
C -2.16614 0.73227 -4.00367
H -0.50768 0.35064 -2.69716
H -2.01371 0.85951 -1.88669
O -3.13719 0.21824 -4.55275
N -1.55920 1.81181 -4.58392
C -0.39127 2.55313 -4.12133
H -2.05346 2.18210 -5.38780
C 0.91836 1.94762 -4.57656
C 2.10536 2.60767 -4.24249
H 2.04328 3.56201 -3.70865
C 3.33981 2.05000 -4.57780
H 4.25855 2.55539 -4.27782
C 3.39346 0.84759 -5.29480
H 4.35790 0.40826 -5.55893
C 2.20913 0.21426 -5.68382
H 2.22759 -0.71019 -6.26351
C 0.96963 0.77215 -5.33648
H 0.03848 0.30286 -5.66941
H -0.41080 2.62354 -3.02006
H -0.47223 3.57890 -4.50376
F -2.74972 3.00754 3.23539
C -1.65620 2.24045 3.45506
F -0.65426 3.05038 3.91407
F -1.95523 1.35541 4.45242
C -1.17382 1.46952 2.15446
O -1.73256 1.66105 1.03635
O -0.21210 0.67880 2.35899

Entry 7:
48
Properties=species:S:1:pos:R:3 method="wB97M-V/def2-TZVPD" total_energy_ev=-96647.447 multiplicity=1 homo_ev=-3.906 charge=-1 lumo_ev=2.10 fmax_ha_per_bohr=0.0349 e_above_lowest_ev=0.000
Na -0.49036 -0.01414 -0.61235
C 2.69271 -0.37694 -1.76502
F 3.85323 -0.93039 -2.12630
F 1.84742 -1.35297 -1.41251
F 2.89279 0.40954 -0.70896
S 2.02298 0.55270 -3.19051
O 2.96731 1.60230 -3.41580
O 1.82222 -0.41841 -4.21739
N 0.65895 1.06301 -2.49743
S 0.31349 2.52496 -3.06699
O 0.93133 3.53023 -2.22934
O 0.36081 2.70677 -4.48314
C -1.44925 2.74904 -2.55274
F -1.77481 4.02987 -2.69603
F -2.29811 2.00135 -3.25765
F -1.57984 2.41947 -1.25882
O -2.68007 -0.55511 -0.16914
H -2.57186 0.39608 -0.03999
O -2.30097 -3.73045 0.68731
S -0.99028 -3.97469 0.25916
O -0.10863 -2.95112 -0.22113
O -0.25512 -4.69685 1.49112
C 1.12237 -4.33917 1.74800
C 1.62376 -5.24438 2.82828
C -0.97570 -5.27445 -0.95426
H 1.15715 -3.29674 2.07327
H 1.70967 -4.36764 0.82875
H 2.66561 -5.02880 3.06184
H 1.58363 -6.29644 2.52470
H 0.98680 -5.18805 3.71025
H -2.00671 -5.46155 -1.24048
H -0.54375 -6.15578 -0.49436
H -0.40104 -4.89162 -1.79055
O 0.63567 2.41005 3.22140
S 0.43370 2.28475 1.82482
O 0.61302 1.03827 1.17696
O -1.02782 2.69091 1.46422
C -1.64794 3.71854 2.24791
C -3.03477 3.90863 1.70970
C 1.40466 3.46049 0.97237
H -1.11295 4.67322 2.12546
H -1.59615 3.49719 3.31216
H -3.62356 2.98676 1.73959
H -3.01212 4.17974 0.65360
H -3.60286 4.65730 2.26295
H 1.29040 4.42617 1.46262
H 1.06996 3.52865 -0.06286
H 2.42503 3.09971 1.07729

Repeat the seventh record exactly.
48
Properties=species:S:1:pos:R:3 method="wB97M-V/def2-TZVPD" total_energy_ev=-96647.447 multiplicity=1 homo_ev=-3.906 charge=-1 lumo_ev=2.10 fmax_ha_per_bohr=0.0349 e_above_lowest_ev=0.000
Na -0.49036 -0.01414 -0.61235
C 2.69271 -0.37694 -1.76502
F 3.85323 -0.93039 -2.12630
F 1.84742 -1.35297 -1.41251
F 2.89279 0.40954 -0.70896
S 2.02298 0.55270 -3.19051
O 2.96731 1.60230 -3.41580
O 1.82222 -0.41841 -4.21739
N 0.65895 1.06301 -2.49743
S 0.31349 2.52496 -3.06699
O 0.93133 3.53023 -2.22934
O 0.36081 2.70677 -4.48314
C -1.44925 2.74904 -2.55274
F -1.77481 4.02987 -2.69603
F -2.29811 2.00135 -3.25765
F -1.57984 2.41947 -1.25882
O -2.68007 -0.55511 -0.16914
H -2.57186 0.39608 -0.03999
O -2.30097 -3.73045 0.68731
S -0.99028 -3.97469 0.25916
O -0.10863 -2.95112 -0.22113
O -0.25512 -4.69685 1.49112
C 1.12237 -4.33917 1.74800
C 1.62376 -5.24438 2.82828
C -0.97570 -5.27445 -0.95426
H 1.15715 -3.29674 2.07327
H 1.70967 -4.36764 0.82875
H 2.66561 -5.02880 3.06184
H 1.58363 -6.29644 2.52470
H 0.98680 -5.18805 3.71025
H -2.00671 -5.46155 -1.24048
H -0.54375 -6.15578 -0.49436
H -0.40104 -4.89162 -1.79055
O 0.63567 2.41005 3.22140
S 0.43370 2.28475 1.82482
O 0.61302 1.03827 1.17696
O -1.02782 2.69091 1.46422
C -1.64794 3.71854 2.24791
C -3.03477 3.90863 1.70970
C 1.40466 3.46049 0.97237
H -1.11295 4.67322 2.12546
H -1.59615 3.49719 3.31216
H -3.62356 2.98676 1.73959
H -3.01212 4.17974 0.65360
H -3.60286 4.65730 2.26295
H 1.29040 4.42617 1.46262
H 1.06996 3.52865 -0.06286
H 2.42503 3.09971 1.07729